No. 1
ORCA calculation (ωB97M-V with the def2-TZVPD basis set) on a structure of composition C61H69N2O6Y at a distorted geometry.

```
139
C61H69N2O6Y (ωB97M-V with the def2-TZVPD basis set)
Y 0.5034 0.1270 -1.7632
C -0.8582 -0.9128 1.3156
O -0.8447 -1.0804 -0.1229
C -1.7244 -2.0578 -0.5779
C -3.0315 -1.7126 -0.9075
C -3.4957 -0.2834 -1.1743
C -3.0902 0.8097 -0.2195
C -3.8723 1.0989 0.8932
C -3.5287 2.0989 1.7966
C -2.3474 2.7888 1.5393
C -1.5256 2.5116 0.4528
C -0.1801 3.2157 0.3071
C 0.8568 2.5158 1.1790
C 0.7680 2.6331 2.5689
C 1.5829 1.9190 3.4345
C 2.4857 1.0176 2.8707
C 2.6264 0.8690 1.5021
C 3.5017 -0.2506 0.9573
C 2.7577 -1.5657 1.0963
C 2.8329 -2.2909 2.2868
C 2.0742 -3.4311 2.5156
C 1.2459 -3.8414 1.4736
C 1.1552 -3.1530 0.2768
C 0.2525 -3.6683 -0.8150
C -1.2364 -3.3578 -0.7380
C -2.1572 -4.3557 -1.0149
C -3.5155 -4.0898 -1.1864
C -3.9142 -2.7601 -1.1785
C -4.4870 -5.2432 -1.4394
C -4.3909 -6.2462 -0.2829
C -4.1173 -5.9464 -2.7540
C -5.9339 -4.7646 -1.5398
C 1.9018 -1.9810 0.0763
O 1.7726 -1.2641 -1.0510
C 2.0903 -4.2109 3.8311
C 0.6903 -4.1512 4.4612
C 2.4647 -5.6770 3.5681
C 3.0917 -3.6321 4.8295
C 1.8399 1.6738 0.6719
O 2.0593 1.6239 -0.7090
C 3.2586 2.3081 -1.1208
C 1.5075 2.0554 4.9573
C 0.5173 3.1334 5.3967
C 2.8925 2.4271 5.5101
C 1.0644 0.7110 5.5510
C -1.9086 1.5171 -0.4553
O -1.1345 1.2234 -1.5097
C -4.3620 2.4439 3.0335
C -3.5149 2.2196 4.2943
C -4.7978 3.9151 2.9776
C -5.6150 1.5769 3.1377
H -0.5684 -1.8455 1.7944
H -1.8486 -0.5954 1.6331
H -0.1296 -0.1359 1.5523
H -4.5830 -0.2988 -1.2597
H -3.1126 -0.0176 -2.1605
H -4.7792 0.5181 1.0354
H -2.0474 3.5882 2.2119
H -0.2822 4.2520 0.6316
H 0.1370 3.2266 -0.7322
H 0.0196 3.3063 2.9677
H 3.0931 0.3881 3.5153
H 4.4301 -0.2975 1.5270
H 3.7470 -0.0849 -0.0880
H 3.5100 -1.9277 3.0539
H 0.6325 -4.7329 1.5889
H 0.3619 -4.7514 -0.8835
H 0.6124 -3.2667 -1.7624
H -1.7863 -5.3704 -1.1245
H -4.9403 -2.4980 -1.4076
H -3.3812 -6.6492 -0.1797
H -5.0723 -7.0843 -0.4556
H -4.6629 -5.7719 0.6637
H -3.1149 -6.3779 -2.7098
H -4.1446 -5.2422 -3.5893
H -4.8243 -6.7548 -2.9617
H -6.2450 -4.2327 -0.6371
H -6.5911 -5.6281 -1.6649
H -6.0860 -4.1064 -2.3994
H -0.0579 -4.6127 3.8115
H 0.3924 -3.1128 4.6346
H 0.6770 -4.6781 5.4210
H 1.7402 -6.1649 2.9121
H 2.4966 -6.2367 4.5081
H 3.4470 -5.7444 3.0932
H 2.8375 -2.6036 5.1039
H 4.1103 -3.6423 4.4318
H 3.0819 -4.2323 5.7428
H 4.0112 2.2062 -0.3428
H 3.0291 3.3540 -1.3043
H 3.6078 1.8401 -2.0382
H 0.7694 4.1098 4.9746
H 0.5411 3.2237 6.4856
H -0.5059 2.8828 5.1079
H 3.2312 3.3794 5.0928
H 3.6407 1.6686 5.2688
H 2.8497 2.5244 6.5992
H 0.0775 0.4289 5.1715
H 1.0071 0.7788 6.6414
H 1.7643 -0.0907 5.2983
H -2.6246 2.8527 4.2896
H -3.1865 1.1778 4.3569
H -4.0928 2.4546 5.1942
H -3.9380 4.5885 2.9397
H -5.3883 4.1719 3.8627
H -5.4085 4.1013 2.0900
H -5.3650 0.5164 3.2314
H -6.2656 1.7028 2.2680
H -6.1835 1.8663 4.0253
O 0.6843 -0.6009 -4.1654
C 1.1571 0.5338 -4.3694
N 1.6817 1.0222 -5.5150
C 2.1503 2.3860 -5.3393
C 1.6414 2.6458 -3.8782
O 1.7000 3.7162 -3.3227
N 1.1769 1.4599 -3.3650
C 3.6798 2.4728 -5.2781
C 4.4744 1.3525 -5.4801
C 5.8610 1.4413 -5.3816
C 6.4594 2.6507 -5.0700
C 5.6654 3.7759 -4.8584
C 4.2864 3.6895 -4.9629
C 1.5175 3.3177 -6.3677
C 0.2335 3.8196 -6.1644
C -0.3583 4.6454 -7.1087
C 0.3265 4.9794 -8.2705
C 1.6016 4.4763 -8.4845
C 2.1954 3.6538 -7.5344
H 1.6561 0.5276 -6.3892
H 4.0153 0.3980 -5.7059
H 6.4683 0.5593 -5.5482
H 7.5369 2.7188 -4.9846
H 6.1249 4.7256 -4.6123
H 3.6675 4.5639 -4.7906
H -0.3095 3.5702 -5.2581
H -1.3524 5.0355 -6.9312
H -0.1302 5.6336 -9.0032
H 2.1409 4.7283 -9.3895
H 3.1982 3.2763 -7.7040
```

Properties
frontier orbital gap: 8.28 eV
LUMO energy: 0.02097 hartree
HOMO energy: -7.713 eV
electronic energy: -2965.436490 hartree
charge: 0
maximum force: 2.77 eV/A

No. 2
ORCA calculation (ωB97M-V with the def2-TZVPD basis set) on a structure of composition C61H70F3N3O2PTi at a distorted geometry.

```
141
C61H70F3N3O2PTi (ωB97M-V with the def2-TZVPD basis set)
Ti 1.0564 -0.3275 -0.2492
C -0.4270 1.8960 -3.6141
C -0.2611 0.4906 -4.1149
C -0.9801 0.1111 -5.2457
C -0.7900 -1.1229 -5.8363
C 0.1708 -1.9762 -5.3190
C 0.9157 -1.6280 -4.2006
C 2.0458 -2.5414 -3.8043
C 0.6418 -0.4097 -3.5515
N 1.4186 -0.0873 -2.3652
C 2.7079 0.1638 -2.7570
O 3.1127 0.3766 -3.8802
C 3.6680 0.1056 -1.6271
C 5.0368 0.1844 -1.7837
C 5.8380 0.0727 -0.6577
C 5.2439 -0.0880 0.5880
C 3.8701 -0.1428 0.6491
N 3.1004 -0.0744 -0.4378
C 3.1017 -0.3461 1.8971
O 3.6436 -0.3188 2.9764
N 1.7705 -0.6178 1.6324
C 1.2246 -1.2928 2.7989
C 0.5301 -0.5439 3.7452
C 0.3862 0.9307 3.5583
C 0.0995 -1.1570 4.9128
C 0.4278 -2.4776 5.1758
C 1.2207 -3.1725 4.2808
C 1.6450 -2.5941 3.0876
C 2.6460 -3.3347 2.2447
H -1.4384 2.2622 -3.7980
H 0.2633 2.5554 -4.1444
H -0.2213 1.9863 -2.5521
H -1.6875 0.8138 -5.6703
H -1.3603 -1.4058 -6.7112
H 0.3737 -2.9232 -5.8048
H 1.7775 -3.5816 -3.9896
H 2.3263 -2.4427 -2.7604
H 2.9238 -2.3075 -4.4116
H 5.4318 0.3187 -2.7807
H 6.9154 0.1106 -0.7484
H 5.8071 -0.1584 1.5077
H 1.3727 1.4021 3.5617
H -0.2002 1.3607 4.3696
H -0.0848 1.1722 2.6089
H -0.4484 -0.5736 5.6435
H 0.1068 -2.9466 6.0969
H 1.5448 -4.1802 4.5127
H 2.5004 -4.4114 2.3320
H 3.6541 -3.1087 2.6041
H 2.5932 -3.0642 1.1944
C -4.1618 -2.7224 2.1140
C -2.6918 -2.5412 2.5335
C -1.8832 -3.7863 2.1375
C -2.2297 -1.2330 1.9203
C -2.6173 -0.0287 2.4719
C -2.5369 1.2009 1.8011
C -3.3677 2.3283 2.4094
C -4.8521 1.9712 2.2095
C -3.1341 2.5880 3.8993
C -1.9621 1.2615 0.5185
C -1.7243 -0.0016 -0.1343
C -1.7717 -1.1851 0.6108
C -2.2286 -0.2129 -1.5828
C -1.9766 -1.6032 -2.1709
C -3.7648 -0.0803 -1.5375
C -1.9253 2.5571 -0.2773
C -3.1616 2.9643 -0.7873
C -3.3112 4.0285 -1.6587
C -2.1962 4.7483 -2.0422
C -0.9761 4.4343 -1.4725
C -0.7991 3.3762 -0.5759
P 0.8229 3.3023 0.3217
C 0.5073 4.6101 1.6788
C -0.0122 5.9681 1.1936
C 1.7848 4.7980 2.5056
C -0.5706 4.0593 2.5995
C 2.2036 4.0799 -0.7510
C 3.5084 3.6290 -0.0770
C 2.3148 5.5974 -0.9330
C 2.1468 3.4501 -2.1414
H -4.5947 -3.5886 2.6155
H -4.2301 -2.8853 1.0349
H -4.7624 -1.8454 2.3612
H -2.6726 -2.4252 3.6196
H -2.5510 -4.5995 1.8488
H -1.2756 -4.1394 2.9630
H -1.2015 -3.5986 1.3070
H -3.1003 -0.0519 3.4425
H -3.1799 3.2498 1.8621
H -5.1312 1.1253 2.8411
H -5.0800 1.6974 1.1790
H -5.4806 2.8182 2.4875
H -3.3611 1.7073 4.5015
H -3.8009 3.3834 4.2344
H -2.1146 2.8932 4.1193
H -1.6910 -2.1165 0.0729
H -1.8460 0.5608 -2.2378
H -2.2076 -1.5812 -3.2336
H -2.6463 -2.3361 -1.7131
H -0.9615 -1.9622 -2.0619
H -4.1721 -0.7298 -0.7585
H -4.1776 -0.3994 -2.4956
H -4.1057 0.9333 -1.3524
H -4.0460 2.4208 -0.4902
H -4.2933 4.2827 -2.0353
H -2.2774 5.5718 -2.7395
H -0.1245 5.0474 -1.7213
H 0.6993 6.5417 0.6110
H -0.2522 6.5595 2.0818
H -0.9351 5.8673 0.6229
H 2.5298 5.4071 1.9958
H 2.2393 3.8425 2.7772
H 1.5276 5.3157 3.4331
H -1.4939 3.8885 2.0521
H -0.7813 4.7923 3.3825
H -0.2585 3.1394 3.0777
H 3.6484 4.0665 0.9092
H 4.3524 3.9381 -0.6995
H 3.5447 2.5505 0.0346
H 2.5527 6.1187 -0.0083
H 1.4334 6.0542 -1.3771
H 3.1462 5.7762 -1.6210
H 1.8698 2.4003 -2.0983
H 3.1272 3.5193 -2.6200
H 1.4300 3.9555 -2.7877
F -0.3798 -9.2337 -2.9509
C 0.6003 -9.0270 -2.0562
F 0.3156 -9.7791 -0.9782
F 1.7384 -9.4979 -2.5838
C 0.7077 -7.5693 -1.6916
C -0.4567 -6.8555 -1.4354
C -0.3823 -5.5169 -1.1020
C 0.8634 -4.8868 -1.0291
C 2.0278 -5.6163 -1.2678
C 1.9482 -6.9584 -1.5968
C 0.9403 -3.4881 -0.7545
C 0.9973 -2.2925 -0.5397
H -1.4177 -7.3479 -1.5021
H -1.2832 -4.9546 -0.8961
H 2.9906 -5.1286 -1.1938
H 2.8480 -7.5266 -1.7851
```

Properties
frontier orbital gap: 6.24 eV
LUMO energy: -0.17038 hartree
HOMO energy: -10.875 eV
energy relative to the best compared isomer or geometry (same formula, charge and spin): 35.93 kJ/mol
electronic energy: -4171.452535 hartree
charge: +1
maximum force: 1.05 eV/A

The highest LUMO energy belongs to which entry? C61H69N2O6Y

What is the formula in the first record? C61H69N2O6Y